(1)
{
  "formula": "C5H32NO10S2",
  "method": "ωB97M-V/def2-TZVPD",
  "symbols": ["C", "C", "S", "C", "N", "C", "C", "S", "H", "H", "H", "H", "H", "H", "H", "H", "H", "H", "H", "H", "H", "H", "O", "H", "H", "O", "H", "H", "O", "H", "H", "O", "H", "H", "O", "H", "H", "O", "H", "H", "O", "H", "H", "O", "H", "H", "O", "H", "H", "O"],
  "positions_angstrom": [[0.1934, -1.1372, -1.6111], [1.4967, -0.8264, -2.3322], [2.2615, -2.5012, -2.6097], [-0.6283, 0.0741, -1.0921], [-0.0971, 0.5800, 0.1864], [0.3034, 2.0071, 0.0907], [0.1281, 2.6706, 1.4712], [-0.5761, 4.3096, 1.3906], [-0.4551, -1.7997, -2.2097], [0.4066, -1.8106, -0.7799], [1.3741, -0.2063, -3.2094], [2.1470, -0.4013, -1.5692], [-0.8698, 0.8424, -1.8152], [-1.5820, -0.3998, -0.8022], [0.5910, 0.0399, 0.6789], [1.3677, 1.9773, -0.2076], [-0.2472, 2.4796, -0.7222], [-0.3521, 2.0543, 2.2459], [1.1082, 2.6057, 1.9873], [0.4273, 4.9596, 0.7486], [-3.6644, 1.2733, -2.4432], [-3.8627, 1.3521, -0.9735], [-3.4062, 1.8240, -1.6790], [2.8623, -2.5197, 0.2490], [3.6534, -2.0198, -0.8810], [3.6652, -1.9973, 0.1138], [1.4518, -2.6662, 2.4674], [0.8912, -1.4175, 2.9650], [0.6010, -2.3881, 2.8207], [-2.5400, -1.1755, 2.5108], [-1.6045, -0.1032, 1.9415], [-2.3879, -0.2391, 2.4667], [2.8841, -0.0322, 2.7424], [3.0515, -1.1551, 3.6722], [2.3640, -0.5100, 3.4299], [-3.9940, 1.6575, 1.6005], [-3.7436, 0.4648, 0.9235], [-4.3416, 1.2186, 0.8037], [-3.1014, -0.7984, -3.2426], [-4.4013, -1.4480, -2.6492], [-4.0378, -0.6869, -3.1005], [-1.2939, -3.2315, 2.5920], [-1.2567, -3.0300, 1.1451], [-1.8989, -3.0428, 1.8608], [3.9960, -0.5653, 0.9025], [3.2882, 0.5527, 0.2350], [3.7295, 0.3798, 1.0761], [1.9366, 1.0941, -4.3791], [2.0565, 1.7412, -3.0305], [2.1065, 1.9508, -3.9792]],
  "forces_ev_per_a": [[-0.957, 0.813, -0.539], [-0.022, -2.118, 1.317], [0.393, 0.497, -0.503], [-0.096, -2.884, 1.413], [-1.047, 2.044, -0.643], [0.373, -1.743, 0.825], [1.825, -0.632, 0.276], [0.007, 0.585, 0.265], [0.191, 0.430, -0.324], [0.231, 0.230, 0.322], [-0.072, -0.142, -0.043], [0.169, 0.843, -0.251], [0.331, 0.263, 0.016], [-0.203, 0.370, -0.430], [0.393, -0.473, -0.515], [-0.099, 0.747, 0.117], [-0.220, 0.087, 0.418], [-1.107, 0.192, -0.883], [-0.008, 0.937, -0.482], [-0.204, -0.387, 0.204], [0.235, 0.466, 0.305], [0.030, 0.474, 0.537], [-0.180, -0.503, -1.101], [0.064, 0.055, 0.050], [-0.057, -0.134, -0.075], [0.029, -0.584, -0.231], [-0.058, -0.619, -0.102], [-0.819, -1.751, 0.114], [0.848, 1.944, 0.013], [0.206, -0.939, -0.225], [0.697, -0.018, -0.608], [-0.785, 1.128, 0.462], [-0.649, 0.282, -0.191], [-0.608, 0.024, 0.343], [1.432, 0.149, -0.280], [-0.559, 0.551, -0.378], [-0.136, -0.565, -0.324], [0.604, -0.283, 1.123], [0.394, -0.459, 0.159], [0.314, -0.238, 0.112], [-0.642, 0.595, -0.353], [-0.096, 0.203, 0.131], [-0.106, 0.202, -0.333], [-0.016, -0.394, 0.155], [-0.367, 0.546, 0.033], [-0.093, 0.245, 0.172], [0.304, -0.293, 0.068], [0.098, -0.016, -0.209], [0.068, 0.194, -0.454], [-0.033, 0.082, 0.523]],
  "gap_ha": 0.2339,
  "total_charge": -1,
  "e_homo_ev": -4.00
}



(2)
{
  "formula": "C5H32NO11",
  "method": "ωB97M-V/def2-TZVPD",
  "symbols": ["C", "C", "C", "C", "N", "C", "H", "H", "H", "H", "H", "H", "H", "H", "H", "H", "H", "H", "O", "H", "H", "O", "H", "H", "O", "H", "H", "O", "H", "H", "O", "H", "H", "O", "H", "H", "O", "H", "H", "O", "H", "H", "O", "H", "H", "O", "H", "H", "O"],
  "positions_angstrom": [[1.6370, 1.9403, 1.7390], [1.4107, 2.0035, 0.2247], [0.0043, 1.9719, 0.0557], [-0.6252, 2.3882, -1.0075], [-2.0137, 2.1557, -1.3139], [-2.7331, 2.9140, -2.1326], [1.1562, 0.9702, 2.1557], [1.3921, 2.8721, 2.2470], [2.6427, 1.6501, 2.1546], [1.6370, 0.8736, -0.2007], [2.0652, 2.7811, -0.2152], [-0.5108, 1.4097, 0.8580], [-0.0093, 2.9928, -1.7109], [-2.3823, 1.3554, -0.7360], [-2.3480, 3.8816, -2.5913], [-3.6624, 2.4901, -2.3780], [0.3310, -4.3473, -2.3123], [-0.5384, -3.6084, -1.0114], [-0.1421, -3.5305, -2.0299], [-3.2796, 0.5635, 1.2562], [-4.6548, 1.3005, 0.8032], [-3.7616, 0.9725, 0.5163], [0.4956, -3.5708, 3.0303], [0.8969, -2.1281, 2.5239], [0.1197, -2.9071, 2.5094], [-1.7122, -1.5916, 0.8088], [-1.2240, -0.4039, 1.6217], [-1.8670, -0.5816, 0.9932], [-1.0330, -3.6384, 1.0937], [-2.3349, -3.3674, 0.2021], [-1.3193, -3.3144, 0.2273], [-1.2923, 1.5408, 3.7221], [-0.0810, 0.6295, 3.4391], [-0.9483, 0.6874, 3.7563], [3.3145, -2.3993, -0.1599], [2.2716, -1.5407, -0.4780], [2.8596, -1.6186, 0.2488], [0.9165, -2.0884, -2.0304], [2.2383, -2.1402, -2.8192], [1.7682, -1.7041, -2.0709], [2.5914, -0.5576, 2.9970], [1.9008, -0.9175, 1.6352], [1.6903, -0.7063, 2.5744], [-0.9529, 0.9634, -4.5609], [-0.5679, 0.3513, -3.2311], [-1.0973, 1.0273, -3.6013], [2.5532, 0.5593, -1.9050], [2.7821, 2.1157, -2.3508], [2.4162, 1.3008, -2.5466]],
  "forces_ev_per_a": [[0.988, -2.041, 1.663], [3.089, -2.748, 1.167], [-2.582, -0.891, 0.683], [-0.277, 1.918, -2.059], [0.225, 2.203, -0.487], [2.963, -1.257, 1.799], [-0.047, 2.679, -0.818], [-0.440, -0.110, 0.011], [-0.247, 0.845, -1.221], [0.197, 2.789, 0.905], [-0.800, -0.588, -0.315], [0.063, 0.378, -0.746], [-1.117, -0.587, 0.085], [-0.739, 0.704, -0.910], [-0.270, -1.696, 0.711], [-1.325, 0.004, -0.217], [-0.725, 0.844, 0.673], [1.172, -0.134, -3.179], [-0.551, -0.803, 2.033], [-0.449, -0.182, -0.249], [1.497, -0.569, -0.187], [-1.490, 0.897, 0.201], [0.833, -1.720, 1.401], [-2.711, -2.478, 0.284], [1.593, 3.771, -1.347], [-0.287, 2.562, 0.291], [1.889, 0.544, 2.383], [-0.985, -3.253, -2.344], [0.363, 0.203, 0.415], [2.232, -0.284, -0.074], [-2.914, 0.162, 0.175], [-0.388, 2.302, -0.154], [1.952, 0.347, -0.523], [-1.583, -2.688, 0.710], [0.030, 0.777, 1.283], [-1.470, 0.712, -1.584], [1.675, -1.354, 0.717], [-1.953, -1.509, -0.174], [-0.639, 0.549, 0.855], [2.474, 1.106, -1.216], [-1.646, -0.455, -0.758], [0.553, 0.005, 0.342], [1.603, -0.718, 0.523], [-0.025, -0.009, 0.509], [1.068, -1.142, 0.587], [-0.890, 1.048, -1.384], [0.273, 1.544, -0.773], [1.490, 1.947, 1.227], [-1.670, -3.626, -0.916]],
  "gap_ha": 0.3263,
  "total_charge": 1,
  "e_homo_ev": -12.78
}